DFT (ωB97M-V with the def2-TZVPD basis set) results for the ion C2HFNO2 with charge -1 at a distorted geometry.

Cartesian coordinates (Å):
C  0.09  0.27  -0.03
C  -1.26  -0.04  0.22
N  1.34  -1.05  -0.20
O  -2.21  -0.31  0.89
O  -1.01  0.18  -1.07
F  2.52  -0.29  0.11
H  0.53  1.24  0.07

As for the energy above the lowest of the compared OMol25 structures with the same formula, charge and spin: 85.93 kcal per mole. For the max |F|, the calculation gives 0.1059 hartree/bohr. The calculation puts the lowest unoccupied orbital energy at 4.188 eV. As for the net charge: -1. As for the molar mass: 90.0 g mol⁻¹.